Record 1
ORCA calculation (ωB97M-V with the def2-TZVPD basis set) on a 4-piece molecular cluster, C38H78I2N11O7P3S2 overall in a non-equilibrium geometry.

Structure (ORCA input):
```
! RIJCOSX wB97M-V def2-TZVPD def2/J DEFGRID3
* xyz 2 1
C 8.34 -3.41 -1.59
C 8.42 -3.23 -3.13
C 8.27 -4.63 -3.77
O 7.42 -4.66 -4.94
C 8.03 -4.14 -6.04
O 9.17 -3.77 -6.07
C 7.21 -4.08 -7.34
S 5.87 -2.84 -7.30
N 4.95 -3.16 -5.86
C 5.29 -2.46 -4.76
C 4.64 -2.68 -3.58
C 3.60 -3.63 -3.51
C 2.94 -3.86 -2.19
C 2.13 -4.97 -1.94
C 1.59 -5.15 -0.70
N 1.79 -4.29 0.31
C 1.17 -4.62 1.61
I 2.67 -4.92 3.15
C 0.09 -3.63 2.07
C 0.60 -2.23 2.55
I -1.52 -3.47 0.63
C 2.55 -3.22 0.08
C 3.13 -2.97 -1.13
C 3.25 -4.30 -4.68
C 3.95 -4.03 -5.83
O 9.70 -2.64 -3.40
C 9.59 -1.38 -3.91
O 8.93 -1.09 -4.88
C 10.42 -0.32 -3.17
S 9.32 0.98 -2.51
H 9.21 -3.98 -1.25
H 8.32 -2.41 -1.14
H 7.40 -3.92 -1.33
H 7.63 -2.53 -3.43
H 9.24 -5.09 -3.93
H 7.76 -5.24 -3.02
H 7.89 -3.80 -8.15
H 6.83 -5.08 -7.60
H 6.11 -1.75 -4.80
H 4.98 -2.09 -2.73
H 1.96 -5.68 -2.74
H 0.99 -6.04 -0.53
H 0.69 -5.59 1.51
H -0.38 -4.09 2.95
H 0.19 -1.45 1.90
H 0.25 -2.07 3.58
H 1.69 -2.15 2.59
H 2.75 -2.52 0.89
H 3.73 -2.07 -1.21
H 2.43 -5.01 -4.66
H 3.65 -4.56 -6.74
H 11.18 0.13 -3.81
H 10.90 -0.80 -2.31
H 8.39 1.10 -3.49
O -0.93 0.25 6.57
P -2.19 1.03 6.26
N -3.27 -0.31 6.30
C -4.34 -0.62 5.36
C -3.40 -1.01 7.57
N -1.76 1.44 4.64
C -2.58 1.20 3.47
C -0.36 1.35 4.27
N -3.49 2.20 6.18
C -2.98 3.59 6.05
C -4.38 2.22 7.36
H -5.07 0.19 5.25
H -4.89 -1.50 5.67
H -3.94 -0.86 4.37
H -4.06 -0.48 8.28
H -2.43 -1.12 8.05
H -3.80 -2.02 7.44
H -2.47 0.17 3.10
H -2.28 1.88 2.66
H -3.63 1.41 3.64
H -0.06 0.31 4.07
H 0.28 1.74 5.06
H -0.15 1.95 3.38
H -2.36 3.88 6.91
H -3.81 4.29 5.97
H -2.38 3.73 5.15
H -3.80 2.30 8.29
H -5.00 1.33 7.42
H -5.07 3.06 7.31
O 2.38 -3.50 -8.62
P 1.83 -2.29 -9.38
N 0.20 -2.49 -8.87
C -1.00 -2.41 -9.69
C -0.07 -2.36 -7.44
N 2.07 -2.94 -10.95
C 1.06 -3.05 -11.98
C 3.03 -4.03 -11.09
N 1.49 -0.74 -10.12
C 2.68 -0.16 -10.81
C 1.05 0.32 -9.17
H -1.11 -1.46 -10.22
H -1.90 -2.53 -9.08
H -1.04 -3.22 -10.41
H -0.11 -1.31 -7.12
H 0.72 -2.85 -6.86
H -1.00 -2.84 -7.16
H 0.45 -3.95 -11.85
H 1.53 -3.11 -12.96
H 0.41 -2.18 -12.02
H 2.59 -4.99 -10.79
H 3.92 -3.85 -10.49
H 3.36 -4.12 -12.12
H 3.51 0.01 -10.11
H 2.42 0.79 -11.28
H 3.04 -0.81 -11.60
H 1.73 0.41 -8.32
H 0.05 0.12 -8.79
H 0.99 1.28 -9.68
O -7.30 4.80 9.41
P -7.78 6.24 9.36
N -8.56 6.03 7.82
C -8.50 6.90 6.66
C -9.68 5.10 7.79
N -6.22 6.95 9.14
C -5.83 7.80 8.04
C -5.07 6.17 9.60
N -8.48 7.85 9.49
C -8.02 8.57 10.72
C -9.96 7.87 9.57
H -8.82 7.93 6.87
H -9.13 6.53 5.86
H -7.49 6.92 6.24
H -10.60 5.54 8.18
H -9.46 4.21 8.39
H -9.88 4.74 6.78
H -5.55 7.22 7.16
H -4.97 8.42 8.33
H -6.61 8.51 7.77
H -4.80 5.39 8.88
H -5.27 5.71 10.56
H -4.20 6.82 9.74
H -8.31 8.03 11.63
H -8.46 9.57 10.75
H -6.95 8.70 10.72
H -10.34 7.19 10.34
H -10.41 7.60 8.61
H -10.32 8.87 9.78
*
```

Summary:
Strongest force on any atom   8.012 eV Å⁻¹
LUMO   -0.280 hartree
Calculated total energy   -5038.8294 hartree
Kohn-Sham gap   2.189 eV
Molar mass   1212.0 g mol⁻¹

Record 2
ORCA calculation (ωB97M-V with the def2-TZVPD basis set) on a single C2H12N6 molecule in a non-equilibrium geometry.

Structure (ORCA input):
```
! RIJCOSX wB97M-V def2-TZVPD def2/J DEFGRID3
* xyz 0 1
C 0.17 0.05 0.68
C -0.17 -0.11 -0.78
N 0.65 -1.17 1.27
N 0.83 1.30 0.93
N 1.57 -0.25 -1.03
N -0.76 -1.32 -1.15
N -1.30 0.20 1.47
N -0.75 1.04 -1.32
H -0.13 1.59 -1.90
H 0.57 -1.09 2.28
H 1.61 -1.31 0.98
H 1.44 1.26 1.74
H 0.16 2.05 1.06
H 1.62 -0.68 -1.95
H 1.89 0.71 -1.14
H -0.26 -2.12 -0.79
H -1.77 -1.38 -1.07
H -1.83 -0.66 1.39
H -1.86 0.94 1.04
H -1.68 0.95 -1.70
*
```

Summary:
Strongest force on any atom   5.849 eV Å⁻¹
LUMO   0.035 hartree
Calculated total energy   -411.8930 hartree
Kohn-Sham gap   9.483 eV
Molar mass   120.2 g mol⁻¹
Energy relative to the best compared isomer or geometry (same formula, charge and spin)   0.0 kJ/mol

Record 3
ORCA calculation (ωB97M-V with the def2-TZVPD basis set) on a 2-piece molecular cluster, CH4N3O overall in a non-equilibrium geometry.

Structure (ORCA input):
```
! RIJCOSX wB97M-V def2-TZVPD def2/J DEFGRID3
* xyz 1 3
C 0.88 0.13 0.47
N -2.23 -0.19 -0.02
N 1.44 0.52 -0.56
N -1.26 -0.65 0.48
O -2.69 0.54 -0.80
H 1.49 -0.33 1.25
H 2.45 0.52 -0.72
H 0.95 0.42 -1.47
H -1.02 -0.96 1.37
*
```

Summary:
Strongest force on any atom   6.116 eV Å⁻¹
LUMO (alpha / beta)   -0.205 / -0.264 hartree
Calculated total energy   -279.4593 hartree
Kohn-Sham gap (alpha / beta)   6.810 / 9.042 eV
Molar mass   74.1 g mol⁻¹
Energy relative to the best compared isomer or geometry (same formula, charge and spin)   431.7 kJ/mol